Computed, not measured: C2H2ClIO2S as an isolated structure, with the ωB97M-V functional and the def2-TZVPD basis.

The geometry in XYZ format:
```
9
Properties=species:S:1:pos:R:3:forces:R:3:lowdin_charge:R:1
C -0.622076 -1.437860 0.729687 3.18 3.22 -1.12 0.060
C 0.500799 -0.151468 0.563794 -2.75 -1.88 -0.87 -0.848
O 0.769546 2.242825 -0.423861 0.43 -0.06 0.16 -0.424
O -1.467028 1.346301 -0.560876 0.10 -1.36 -0.18 -0.329
S -0.059091 1.093714 -0.616438 0.37 1.98 2.19 0.127
Cl 0.497836 0.461130 -2.399764 -0.07 -0.95 -1.02 0.434
I 2.516079 -0.141780 0.971744 -0.94 -0.33 -0.14 0.966
H -0.670692 -1.924160 1.632131 0.22 -0.85 2.06 -0.006
H -1.465373 -1.488701 0.103583 -0.54 0.22 -1.08 0.020
```
Forces are in eV/Å.

## Properties
Energy above the lowest of the compared OMol25 structures with the same formula, charge and spin   110.8 kJ/mol
E_tot   -37654.222 eV
Spin multiplicity   3
E_HOMO (alpha / beta)   -8.631 / -10.539 eV



Computed, not measured: C15H20N4O in the gas phase, with the ωB97M-V functional and the def2-TZVPD basis.

The geometry in XYZ format:
```
40
Properties=species:S:1:pos:R:3:forces:R:3:lowdin_charge:R:1
O 3.222642 0.358822 -4.067350 -0.45 -0.10 0.25 0.056
N 0.608735 -0.246331 -0.892332 -0.77 -0.23 0.48 0.165
C 2.650325 1.191625 -3.379284 1.35 -0.16 -0.69 -0.464
C -1.022034 -2.906483 0.972932 -0.26 1.69 -0.78 -0.032
C -0.884198 -1.533421 0.774826 0.19 0.21 -0.08 -0.109
C 0.068423 -1.343211 -0.344312 -0.68 -1.08 0.84 -0.167
C 1.469664 -0.384295 -1.890461 -0.82 -0.98 1.43 -0.285
C 1.952424 -1.651403 -2.299475 -0.61 -0.15 -0.22 0.008
C 1.397104 -2.812008 -1.761302 -1.03 1.13 0.70 0.022
C 0.383186 -2.642517 -0.785722 0.82 -0.34 -0.44 -0.201
N 1.799998 0.870712 -2.361589 1.12 0.83 -1.03 0.138
N -0.320059 -3.563194 -0.025537 0.31 -0.41 0.24 0.055
N -3.175484 0.657848 3.693106 0.21 0.22 0.28 -0.079
C 3.702336 3.336319 -2.459876 0.76 -0.03 -0.06 -0.097
C 2.941138 2.671182 -3.619661 -1.55 0.26 1.13 -0.164
C -3.806520 0.516037 2.357604 0.40 0.39 0.94 -0.236
C -1.712520 0.956856 3.668137 -0.41 -0.35 -0.05 -0.217
C -3.127002 -0.609222 1.619181 0.30 -0.07 -0.04 -0.169
C -1.018322 -0.218391 2.944663 0.18 0.02 0.29 -0.162
C -1.589067 -0.405376 1.526140 -0.21 -0.72 0.39 -0.276
H -1.651684 -3.407789 1.724948 0.51 0.14 -0.73 0.131
H 2.659360 -1.706449 -3.097265 0.38 0.00 -0.22 0.088
H 1.686198 -3.795791 -2.080753 0.27 -0.17 -0.18 0.105
H 1.469637 1.616609 -1.772931 -0.24 -0.02 0.02 0.139
H -0.327161 -4.566303 -0.175833 0.14 0.52 0.14 0.153
H -3.662870 1.335953 4.275001 0.10 -0.16 -0.30 0.096
H 4.671202 2.823935 -2.371874 -0.11 0.24 0.05 0.079
H 3.234259 3.243209 -1.466408 -0.15 0.05 -0.50 0.070
H 3.915720 4.409070 -2.649921 -0.27 -0.65 0.05 0.078
H 3.434579 2.781053 -4.568230 0.42 -0.17 -0.20 0.106
H 1.957903 3.145984 -3.735098 0.08 0.18 0.01 0.112
H -4.881539 0.291620 2.457592 0.40 0.08 0.25 0.116
H -3.739962 1.443421 1.775404 0.11 0.13 -0.11 0.109
H -1.298952 1.074185 4.704315 -0.65 -0.26 -0.76 0.117
H -1.507027 1.921894 3.157321 0.03 -0.37 -0.06 0.109
H -3.407022 -1.544313 2.119620 0.38 0.01 -0.02 0.115
H -3.566943 -0.641826 0.635249 0.00 -0.18 -0.59 0.109
H -1.184679 -1.153393 3.531967 0.13 0.64 -0.33 0.124
H 0.073517 -0.052165 2.866565 -0.46 -0.04 0.14 0.119
H -1.415306 0.537546 1.000639 0.07 -0.09 -0.24 0.136
```
Forces are in eV/Å.

## Properties
Energy above the lowest of the compared OMol25 structures with the same formula, charge and spin   55.4 kJ/mol
E_tot   -23888.230 eV
SMILES   CCC(=O)Nc1ccc2[nH]cc(C3CCNCC3)c2n1
E_HOMO   -8.107 eV



Computed, not measured: C24H19LiN3O2S as an isolated structure, with the ωB97M-V functional and the def2-TZVPD basis.

The geometry in XYZ format:
```
50
Properties=species:S:1:pos:R:3:forces:R:3:lowdin_charge:R:1
Li 0.248124 -0.423636 -0.001665 -0.22 0.60 0.00 0.495
C -1.399103 -0.447039 2.986801 0.04 0.00 0.00 -0.019
C 0.061017 -0.300669 3.256634 0.04 0.01 -0.10 -0.284
C 0.554432 -0.151552 4.555253 -0.08 -0.01 0.02 -0.026
C 1.911080 -0.018085 4.759119 0.08 0.00 -0.02 -0.070
C 2.761045 -0.023649 3.663660 -0.01 0.04 0.14 -0.032
C 2.197570 -0.162181 2.404494 0.08 0.01 -0.34 -0.204
N 0.888556 -0.302707 2.206536 0.02 -0.10 0.07 0.141
C 3.040403 -0.135138 1.157728 -0.26 -0.02 0.12 -0.182
C 4.425316 -0.036453 1.200485 0.14 0.01 0.01 -0.017
C 5.122869 0.008042 0.008045 0.02 0.00 0.00 -0.058
C 4.431022 -0.036413 -1.187748 0.15 0.01 0.00 -0.017
C 3.046096 -0.135377 -1.151103 -0.26 -0.02 -0.13 -0.182
N 2.381464 -0.192380 0.001624 0.09 -0.02 0.01 0.135
C 2.208604 -0.164095 -2.401130 0.08 0.01 0.33 -0.204
C 2.774813 -0.016802 -3.658175 -0.01 0.04 -0.14 -0.032
C 1.927801 -0.013707 -4.755927 0.08 0.00 0.02 -0.070
C 0.571630 -0.158941 -4.556923 -0.08 -0.02 -0.02 -0.026
C 0.075598 -0.316966 -3.260378 0.04 0.02 0.11 -0.284
C -1.383792 -0.477397 -2.993682 0.05 0.00 0.00 -0.019
N 0.900314 -0.314789 -2.208185 0.01 -0.11 -0.06 0.141
H -1.970008 -0.452679 3.915202 -0.01 0.02 -0.01 0.078
H -1.584275 -1.361648 2.424703 0.00 -0.02 0.02 0.085
H -1.723247 0.372643 2.339246 0.00 0.00 0.02 0.051
H -0.138973 -0.144287 5.385925 0.01 0.00 0.00 0.106
H 2.311213 0.094405 5.759360 -0.01 0.00 0.00 0.102
H 3.826171 0.088065 3.801763 -0.01 0.01 0.00 0.091
H 4.955734 0.004797 2.139672 0.00 0.00 -0.01 0.096
H 6.203284 0.080918 0.010545 0.00 0.00 0.00 0.106
H 4.965729 0.004423 -2.124558 0.00 -0.01 0.01 0.097
H 3.839380 0.104599 -3.792747 -0.01 0.01 0.00 0.091
H 2.329905 0.106538 -5.754536 -0.01 0.00 0.00 0.102
H -0.119342 -0.154079 -5.389668 0.01 0.00 0.00 0.106
H -1.953434 -0.481409 -3.922870 -0.01 0.02 0.01 0.079
H -1.715402 0.335339 -2.340635 0.01 -0.01 -0.03 0.050
H -1.561980 -1.398588 -2.439789 -0.01 -0.01 -0.02 0.085
O -3.108731 -2.553777 -0.075054 -0.01 -0.01 0.02 -0.037
C -2.490759 -1.478917 -0.028194 0.03 0.22 -0.09 -0.695
O -1.232429 -1.365288 -0.001614 -0.06 -0.45 0.04 -0.209
C -3.318717 -0.180505 -0.013962 -0.01 0.04 0.02 -0.155
C -4.704891 -0.394439 -0.003667 0.05 0.07 0.00 -0.061
C -5.629308 0.630694 0.014479 0.03 0.02 0.00 -0.130
C -5.157119 1.941836 0.021920 0.00 -0.05 0.00 -0.135
C -3.800477 2.180260 0.010493 0.09 0.02 -0.01 -0.175
C -2.822516 1.154607 -0.008599 -0.10 -0.12 0.03 -0.670
S -1.149522 1.720478 -0.018005 0.00 -0.16 -0.01 0.426
H -5.022507 -1.428667 -0.010952 0.01 0.00 0.00 0.099
H -6.692191 0.417446 0.023589 0.00 0.00 0.00 0.079
H -5.849139 2.778282 0.036629 0.01 0.00 0.00 0.084
H -3.431310 3.198889 0.015858 -0.01 0.00 0.00 0.067
```
Forces are in eV/Å.

## Properties
Energy above the lowest of the compared OMol25 structures with the same formula, charge and spin   0.0 kJ/mol
E_tot   -44807.406 eV
Net charge   -1
E_HOMO   -3.058 eV



Computed, not measured: C44H35CdClN4O5Sb2 as an isolated structure, with the ωB97M-V functional and the def2-TZVPD basis.

The geometry in XYZ format:
```
92
Properties=species:S:1:pos:R:3:forces:R:3:lowdin_charge:R:1
Cd 0.938051 -1.280832 0.395409 0.03 -0.39 -0.14 1.306
O 7.986164 -1.564213 -1.760859 0.25 -0.43 0.40 -0.049
C 7.191624 -0.897252 -2.430567 -0.61 -0.11 0.03 -0.715
O 7.406500 -0.007662 -3.266090 -0.07 0.40 -0.45 -0.062
C 5.668085 -1.198540 -2.172533 0.29 0.09 0.08 -0.092
C 4.679890 -0.628905 -2.973109 0.04 -0.06 0.03 -0.017
C 3.352565 -0.850054 -2.671224 0.00 -0.03 -0.13 -0.171
N 2.948155 -1.499999 -1.575130 -0.34 -0.13 0.29 0.049
C 3.889798 -2.055267 -0.808051 0.07 -0.04 0.02 -0.216
C 5.246132 -1.979755 -1.104977 -0.05 0.05 -0.08 0.046
C 3.408559 -2.671225 0.498135 0.77 -0.77 -0.50 -0.685
O 3.598212 -3.857197 0.731537 0.08 0.22 -0.04 0.037
O 2.862415 -1.813214 1.275874 -0.88 0.62 0.16 -0.239
H 4.966247 -0.000145 -3.803249 0.08 -0.04 -0.09 0.104
H 2.570695 -0.468274 -3.319945 -0.03 0.08 0.06 0.085
H 5.966429 -2.480418 -0.476156 0.12 0.04 0.03 0.124
C -2.049827 -1.115697 -1.804449 -0.08 0.19 -0.22 -0.354
C -1.416826 -0.563416 -3.072232 -0.05 0.04 -0.04 -0.401
C -0.098207 0.147899 -2.805276 0.06 -0.07 0.00 -0.413
Sb -0.474034 2.100225 -1.897738 1.22 0.48 -0.52 1.477
C 1.131831 2.325733 -0.453196 -0.38 -0.17 -0.44 -0.412
C 2.248630 1.500987 -0.415836 0.14 0.07 -0.14 -0.184
C 3.187706 1.622359 0.600117 0.13 -0.09 -0.04 -0.073
C 3.014817 2.579267 1.585548 0.02 0.04 0.01 -0.084
C 1.918979 3.424151 1.536772 0.03 0.22 -0.01 -0.105
C 0.982312 3.297247 0.526018 -0.14 0.18 -0.14 -0.163
C 0.609674 2.934532 -3.597340 -0.41 0.02 0.43 -0.384
C -0.123885 3.310812 -4.712690 -0.23 -0.02 0.08 -0.160
C 0.510025 3.708146 -5.877238 0.03 0.06 -0.22 -0.110
C 1.894073 3.710719 -5.940085 0.00 -0.02 -0.16 -0.108
C 2.634502 3.319327 -4.837112 0.13 0.08 -0.08 -0.086
C 1.993725 2.950963 -3.667655 0.10 -0.06 0.27 -0.117
Sb -1.602051 -0.135638 0.181038 -0.41 0.72 -0.10 1.316
C -3.538695 0.955928 -0.098782 0.29 -0.15 0.12 -0.315
C -3.939174 1.443484 -1.332326 0.12 -0.12 -0.26 -0.177
C -5.158545 2.075680 -1.508159 -0.03 0.07 -0.08 -0.104
C -6.006122 2.243622 -0.427050 -0.14 0.05 -0.07 -0.117
C -5.639852 1.737608 0.808334 -0.17 0.05 0.13 -0.099
C -4.424706 1.090375 0.962976 0.16 -0.10 0.12 -0.146
C -1.222107 1.437059 1.964966 -0.03 -0.60 -0.45 -0.298
C -0.107611 1.143612 2.732974 -0.11 -0.24 -0.29 -0.214
C 0.222764 1.892790 3.847594 0.09 -0.08 0.10 -0.108
C -0.545779 2.993916 4.185357 0.15 0.00 0.12 -0.114
C -1.627496 3.338994 3.395921 -0.09 0.23 0.03 -0.107
C -1.963631 2.564998 2.297690 -0.11 -0.15 -0.24 -0.143
H -1.656576 -2.114926 -1.604812 0.05 0.04 0.24 0.036
H -3.135965 -1.193868 -1.910551 0.08 -0.01 0.19 0.050
H -2.096366 0.122358 -3.600830 0.02 -0.10 0.05 0.079
H -1.224177 -1.390532 -3.767842 -0.03 0.06 -0.07 0.101
H 0.442484 0.314444 -3.741735 0.05 0.12 0.23 0.051
H 0.515922 -0.460011 -2.137936 0.17 0.04 -0.12 -0.012
H 2.436287 0.793872 -1.211147 -0.11 -0.09 0.10 0.049
H 4.052310 0.972139 0.606329 0.00 -0.07 0.02 0.110
H 3.734746 2.675805 2.386590 0.05 -0.03 0.04 0.102
H 1.777465 4.178241 2.296347 -0.01 0.06 0.10 0.100
H 0.122111 3.957680 0.502284 -0.03 -0.04 0.12 0.091
H -1.206182 3.272577 -4.665037 -0.07 0.10 -0.10 0.084
H -0.068661 4.006952 -6.742823 -0.04 -0.01 0.00 0.093
H 2.396325 3.999414 -6.854001 0.01 0.03 -0.03 0.094
H 3.713361 3.294708 -4.892805 0.10 0.02 0.04 0.104
H 2.575830 2.667763 -2.801014 0.11 -0.05 0.01 0.089
H -3.291370 1.323918 -2.194128 -0.06 -0.01 0.03 0.034
H -5.444416 2.434506 -2.489937 0.00 0.05 -0.01 0.093
H -6.949733 2.757340 -0.555767 -0.07 0.01 0.04 0.089
H -6.302545 1.855884 1.657223 -0.01 -0.04 0.03 0.097
H -4.158491 0.695030 1.936372 0.01 0.06 0.07 0.088
H 0.539446 0.305735 2.443468 -0.11 0.17 0.16 0.015
H 1.078151 1.621433 4.449425 0.13 -0.02 0.05 0.102
H -0.290030 3.590265 5.051086 0.01 0.03 0.07 0.091
H -2.215034 4.215405 3.642243 -0.05 0.05 0.00 0.091
H -2.815535 2.849999 1.692617 -0.04 0.04 0.01 0.082
O -0.950384 -2.855794 0.619694 1.15 0.60 -0.53 -0.499
N -2.674240 -1.643144 0.927903 -1.22 -0.73 1.45 -0.060
C -3.074630 -1.875516 2.131352 0.39 0.31 -1.49 -0.450
C -3.993935 -2.934598 2.345291 -1.10 -0.84 0.00 -0.204
N -4.788828 -3.747214 2.528952 0.04 -0.04 0.02 0.158
C -2.690820 -1.246952 3.339429 0.52 0.77 1.08 -0.220
N -2.450980 -0.759981 4.354826 -0.03 -0.02 -0.04 0.197
Cl 0.575685 -2.336349 2.997621 0.41 0.23 0.71 0.762
C -0.361545 -3.696531 3.462390 -0.56 -0.56 0.01 -0.574
C -0.268590 -4.092746 4.792450 0.08 0.03 -0.04 -0.115
C -0.927778 -5.222187 5.232268 -0.01 0.02 -0.01 -0.105
C -1.713450 -5.938904 4.343101 -0.07 -0.16 -0.04 -0.100
C -1.834432 -5.515828 3.034209 0.14 0.10 0.11 -0.062
C -1.152831 -4.396411 2.555763 0.16 0.03 -0.02 -0.217
C -1.257907 -4.103603 1.062416 0.12 -0.22 -0.44 -0.345
H 0.350627 -3.520006 5.463773 0.08 0.10 0.07 0.096
H -0.824681 -5.543828 6.259385 -0.01 0.01 0.06 0.093
H -2.219950 -6.836525 4.670113 -0.11 -0.02 0.03 0.092
H -2.465616 -6.058860 2.342993 -0.05 -0.04 -0.04 0.111
H -2.295894 -4.355953 0.762113 0.11 -0.14 0.09 0.110
H -0.599191 -4.847932 0.563131 -0.22 0.00 0.17 0.128
```
Forces are in eV/Å.

## Properties
Energy above the lowest of the compared OMol25 structures with the same formula, charge and spin   352.9 kJ/mol
E_tot   -92552.954 eV
Net charge   -2
E_HOMO   -2.792 eV